# 1
The following is a DFT calculation (ωB97M-V/def2-TZVPD) of C38H26Br4NO5P2RuS as an isolated structure in a non-equilibrium geometry.

## Properties
- Expectation value of S²: 6.035
- Total charge: +1
- Total energy: -363709.4207 eV
- Frontier orbital gap (alpha / beta): 7.25 / 5.47 eV
- Spin multiplicity: 5

Each line ends with the Löwdin spin population.
Atoms and positions in Å:
Ru -22.233 0.157 7.380  2.367
Br -27.468 1.818 3.034  0.027
C -26.037 2.100 4.188  0.089
C -26.184 2.923 5.338  0.136
Br -27.229 4.475 5.318  0.045
C -25.555 2.677 6.538  0.002
Br -25.716 3.800 8.083  -0.002
C -24.663 1.600 6.588  0.160
O -24.203 0.910 7.603  0.244
C -24.165 1.075 5.283  0.160
O -23.154 0.258 5.384  0.344
C -24.961 1.257 4.098  0.036
Br -24.255 0.531 2.483  0.005
C -19.251 0.677 6.720  0.009
P -20.190 -0.749 7.474  0.052
C -18.965 -1.117 8.745  0.017
C -17.551 -1.004 8.534  0.002
C -16.760 -1.608 9.531  0.001
C -17.321 -2.415 10.519  0.000
C -18.677 -2.428 10.709  0.001
C -19.498 -1.734 9.874  0.002
C -20.033 -2.211 6.523  0.008
C -19.921 -3.518 7.138  0.001
C -20.201 -4.695 6.418  0.002
C -20.502 -4.621 5.089  0.002
C -20.533 -3.389 4.466  0.000
C -20.197 -2.209 5.157  0.005
P -20.792 1.783 6.801  0.047
C -20.328 2.847 8.151  0.033
C -20.868 2.701 9.418  0.014
C -20.272 3.266 10.532  0.002
C -19.081 3.994 10.295  0.000
C -18.648 4.314 9.032  0.004
C -19.360 3.788 7.877  0.004
C -20.879 2.720 5.367  -0.003
C -21.740 3.830 5.356  0.001
C -21.966 4.552 4.198  0.001
C -21.211 4.222 3.088  0.000
C -20.099 3.368 3.209  0.001
C -19.951 2.615 4.327  -0.001
H -18.820 0.470 5.739  -0.001
H -18.492 0.937 7.489  0.001
H -17.079 -0.499 7.677  0.000
H -15.720 -1.625 9.492  0.000
H -16.645 -2.945 11.175  0.000
H -19.114 -3.055 11.481  0.000
H -20.576 -1.674 9.953  0.001
H -19.770 -3.582 8.241  0.000
H -20.388 -5.627 6.951  0.000
H -20.715 -5.575 4.532  0.000
H -20.868 -3.357 3.426  0.000
H -20.297 -1.282 4.631  0.000
H -21.777 2.106 9.458  0.011
H -20.673 3.138 11.525  0.000
H -18.619 4.422 11.190  0.000
H -17.779 4.989 8.926  0.000
H -19.068 4.063 6.861  0.000
H -22.373 4.098 6.188  0.001
H -22.876 5.160 4.078  0.000
H -21.390 4.655 2.101  0.000
H -19.362 3.288 2.390  0.000
H -19.166 1.865 4.447  0.000
O -25.609 -1.636 5.943  0.002
S -24.385 -2.411 6.145  0.003
O -23.599 -2.878 5.030  0.002
N -23.260 -1.704 7.318  0.079
C -23.446 -2.160 8.597  0.017
O -22.887 -1.604 9.536  0.057
C -24.519 -3.168 8.613  0.003
C -25.344 -3.416 9.747  0.002
C -26.374 -4.372 9.630  0.000
C -26.629 -4.891 8.323  0.002
C -25.941 -4.504 7.200  0.000
C -24.854 -3.660 7.374  0.003
H -25.103 -2.854 10.654  0.000
H -26.958 -4.582 10.528  0.000
H -27.503 -5.541 8.113  0.000
H -26.232 -4.807 6.222  0.000

=====

# 2
The following is a DFT calculation (ωB97M-V/def2-TZVPD) of C38H27BrClO3PRuS3 as an isolated structure.

## Properties
- Expectation value of S²: 6.042
- Total charge: +2
- Total energy: -172912.5716 eV
- Frontier orbital gap (alpha / beta): 7.46 / 4.56 eV
- Spin multiplicity: 5

Each line ends with the Löwdin spin population.
Atoms and positions in Å:
Ru -0.056 -0.445 -0.158  2.435
Cl 0.518 0.492 2.279  0.099
C -0.276 2.068 2.234  0.002
C -0.496 2.685 3.447  0.003
C -1.122 3.924 3.460  0.001
C -1.522 4.522 2.274  0.000
C -1.303 3.879 1.067  0.000
C -0.670 2.637 1.026  -0.002
P -0.401 1.838 -0.567  0.006
C -1.796 2.284 -1.609  0.002
C -3.082 2.018 -1.130  0.000
C -4.180 2.373 -1.893  0.000
C -4.003 2.984 -3.129  0.001
C -2.728 3.256 -3.599  0.000
C -1.618 2.911 -2.840  0.001
C 1.113 2.494 -1.279  0.006
C 1.820 3.520 -0.660  0.001
C 2.977 4.007 -1.254  0.000
C 3.420 3.475 -2.455  0.001
C 2.719 2.441 -3.068  0.000
C 1.572 1.941 -2.477  0.001
H -0.195 2.204 4.367  0.001
H -1.304 4.416 4.406  0.000
H -2.016 5.484 2.289  0.000
H -1.636 4.336 0.143  0.000
H -3.222 1.565 -0.156  0.000
H -5.177 2.180 -1.520  0.000
H -4.864 3.260 -3.722  0.000
H -2.592 3.746 -4.554  0.000
H -0.628 3.147 -3.204  0.000
H 1.470 3.946 0.271  0.000
H 3.523 4.812 -0.781  0.000
H 4.313 3.870 -2.921  0.000
H 3.061 2.034 -4.010  0.000
H 1.030 1.129 -2.950  0.001
O 1.842 -0.452 -0.550  0.171
C 2.295 -1.735 -0.203  0.024
C 3.287 -2.210 -1.223  0.169
C 3.808 -3.497 -1.399  0.101
C 4.771 -3.539 -2.397  0.046
C 4.985 -2.291 -2.964  0.207
S 4.017 -1.068 -2.297  0.011
C 1.107 -2.653 0.018  -0.002
C 0.471 -2.995 1.194  0.008
C -0.628 -3.864 0.987  0.003
C -0.818 -4.152 -0.332  0.004
S 0.326 -3.395 -1.343  0.011
C 3.280 -1.653 0.935  0.139
C 4.081 -0.540 1.189  0.094
C 4.976 -0.756 2.234  0.032
C 4.871 -2.029 2.758  0.167
S 3.682 -2.966 1.988  0.010
H 3.477 -4.349 -0.823  0.002
H 5.291 -4.429 -2.717  -0.001
H 5.666 -2.063 -3.771  0.008
H 0.788 -2.655 2.170  0.001
H -1.250 -4.244 1.782  0.000
H -1.588 -4.770 -0.767  0.000
H 3.981 0.381 0.632  0.002
H 5.669 -0.018 2.609  -0.001
H 5.434 -2.447 3.580  0.007
Br -2.365 -2.097 3.982  0.001
C -3.560 -2.617 2.602  0.001
C -4.423 -3.672 2.846  0.000
C -5.273 -4.104 1.838  0.001
C -5.246 -3.503 0.588  0.000
C -4.365 -2.464 0.344  0.002
C -3.527 -2.000 1.353  0.000
C -2.630 -0.842 1.081  0.021
O -2.576 0.157 1.748  0.030
O -1.879 -1.001 -0.028  0.170
H -4.432 -4.147 3.817  0.000
H -5.958 -4.918 2.035  0.000
H -5.910 -3.845 -0.194  0.000
H -4.326 -1.992 -0.630  0.000

=====

Computed relative energy (zero: lowest compared OMol25 entry of this formula, charge and spin) (kJ/mol) in order:
0.0; 11.4